No. 1
Molecular formula: C36H64Cl26O2
Method: DFT, ωB97M-V/def2-TZVPD

The calculation puts the LUMO energy at 0.287 eV. As for the spin multiplicity: 1.

XYZ file:
```
128
C36H64Cl26O2 | the Open Molecules 2025 dataset | ωB97M-V/def2-TZVPD
C 4.289 -1.321 -0.411
O 4.962 -0.361 -1.283
C 4.618 0.889 -0.792
O 4.699 1.170 0.362
C 4.066 2.023 -1.742
C 2.524 2.089 -1.435
C 1.881 3.255 -0.880
C 0.444 3.180 -0.601
C -0.272 1.949 -0.899
C 0.368 0.779 -1.456
C -0.357 -0.557 -1.812
C 1.784 0.859 -1.735
H 4.353 -2.326 -0.881
H 3.203 -1.061 -0.303
H 4.729 -1.353 0.610
H 4.210 1.716 -2.809
H 4.537 3.006 -1.538
H 2.482 4.167 -0.677
H -0.066 4.063 -0.138
H -1.357 1.905 -0.676
H 0.448 -1.320 -1.978
H -1.034 -0.466 -2.720
H -0.922 -0.875 -0.904
H 2.304 -0.029 -2.158
Cl -3.106 -1.816 -3.124
C -4.706 -2.073 -2.386
C -4.915 -1.183 -1.185
Cl -3.855 -1.626 0.173
H -4.792 -3.128 -2.130
H -5.453 -1.846 -3.147
H -5.943 -1.272 -0.833
H -4.727 -0.138 -1.426
Cl -0.083 4.128 2.019
C -0.671 5.009 3.454
C -2.156 5.280 3.388
Cl -2.567 6.460 2.117
H -0.099 5.931 3.543
H -0.449 4.385 4.321
H -2.496 5.702 4.333
H -2.720 4.368 3.197
Cl -0.419 -2.023 -5.949
C -1.695 -3.109 -6.555
C -2.517 -2.470 -7.650
Cl -3.523 -1.132 -7.043
H -2.315 -3.406 -5.710
H -1.196 -3.999 -6.940
H -3.197 -3.207 -8.079
H -1.887 -2.083 -8.449
Cl 5.341 3.671 5.104
C 5.581 2.390 3.884
C 4.451 2.342 2.882
Cl 2.922 1.787 3.614
H 5.694 1.441 4.408
H 6.518 2.609 3.369
H 4.693 1.639 2.085
H 4.274 3.318 2.432
Cl -5.833 1.263 -7.443
C -6.420 1.740 -9.055
C -7.204 0.637 -9.727
Cl -6.172 -0.743 -10.177
H -5.561 2.042 -9.652
H -7.059 2.612 -8.913
H -7.652 1.010 -10.648
H -8.003 0.267 -9.087
Cl 5.335 -0.877 6.507
C 3.648 -0.368 6.785
C 2.776 -1.508 7.252
Cl 2.524 -2.721 5.969
H 3.273 0.072 5.863
H 3.676 0.410 7.546
H 1.786 -1.131 7.535
H 3.205 -2.012 8.117
Cl 5.186 -2.013 -8.256
C 3.508 -1.444 -8.060
C 2.563 -2.565 -7.695
Cl 2.335 -3.718 -9.036
H 3.208 -0.953 -8.984
H 3.519 -0.699 -7.265
H 1.580 -2.157 -7.460
H 2.917 -3.121 -6.829
Cl -1.898 0.172 7.374
C -1.634 -1.078 8.618
C -0.834 -0.557 9.788
Cl 0.857 -0.208 9.344
H -1.144 -1.928 8.144
H -2.621 -1.399 8.960
H -0.804 -1.308 10.578
H -1.270 0.352 10.199
Cl -9.240 -4.116 -13.987
C -7.889 -2.980 -14.226
C -7.568 -2.201 -12.971
Cl -8.859 -1.050 -12.547
H -8.145 -2.319 -15.053
H -7.024 -3.575 -14.521
H -6.660 -1.617 -13.121
H -7.410 -2.861 -12.120
Cl 7.492 2.842 1.374
C 7.640 1.672 0.036
C 8.888 0.828 0.152
Cl 10.371 1.780 -0.111
H 7.617 2.226 -0.901
H 6.757 1.034 0.076
H 8.875 0.046 -0.607
H 8.961 0.354 1.130
Cl 1.696 -4.475 1.278
C 1.180 -3.578 2.730
C -0.309 -3.338 2.753
Cl -0.805 -2.190 1.488
H 1.734 -2.642 2.764
H 1.473 -4.179 3.591
H -0.599 -2.903 3.710
H -0.869 -4.263 2.617
Cl -3.644 -2.680 10.505
C -4.908 -3.852 10.052
C -5.837 -3.309 8.991
Cl -6.856 -1.984 9.605
H -5.450 -4.130 10.955
H -4.397 -4.739 9.676
H -6.510 -4.096 8.652
H -5.285 -2.938 8.129
Cl 2.899 2.893 8.079
C 3.116 4.511 7.369
C 2.545 5.601 8.246
Cl 0.765 5.541 8.322
H 2.660 4.510 6.380
H 4.187 4.659 7.248
H 2.812 6.577 7.840
H 2.929 5.538 9.263
```

=====

No. 2
Molecular formula: C36H65FO10
Method: DFT, ωB97M-V/def2-TZVPD

The calculation puts the LUMO energy at 0.023 eV. As for the energy relative to the best compared isomer or geometry (same formula, charge and spin): 647.6 kcal/mol. As for the spin multiplicity: 1.

XYZ file:
```
112
C36H65FO10 | the Open Molecules 2025 dataset | ωB97M-V/def2-TZVPD
F -2.833 0.184 -2.058
C -3.152 1.536 -1.949
C -2.144 2.457 -1.851
C -2.575 3.802 -1.728
C -3.908 4.177 -1.911
C -4.872 3.208 -1.973
C -4.496 1.865 -2.036
H -1.114 2.185 -1.670
H -1.861 4.591 -1.546
H -4.250 5.199 -1.836
H -5.917 3.469 -2.056
H -5.228 1.091 -2.214
C -0.863 -3.295 4.315
C -0.700 -2.279 3.180
O 0.112 -1.371 3.295
C -1.337 -2.519 1.799
H -1.128 -4.292 3.963
H -1.619 -2.900 4.993
H 0.058 -3.429 4.882
H -0.960 -1.764 1.110
H -2.426 -2.476 1.797
H -0.998 -3.432 1.309
C -4.273 -0.578 3.565
C -2.850 -0.706 3.979
O -2.417 -1.335 4.936
C -1.923 0.104 3.075
H -4.502 0.482 3.673
H -4.948 -1.103 4.242
H -4.575 -0.909 2.571
H -1.759 -0.474 2.166
H -0.938 0.169 3.537
H -2.276 1.122 2.913
C 1.267 -3.331 -1.734
C 0.939 -4.411 -0.747
O 0.696 -5.532 -1.149
C 1.041 -4.109 0.702
H 0.637 -3.286 -2.623
H 2.304 -3.539 -1.999
H 1.291 -2.382 -1.198
H 0.921 -5.017 1.293
H 0.272 -3.386 0.973
H 2.048 -3.703 0.800
C 0.135 -0.043 1.321
C 0.152 -0.334 -0.142
O 0.494 -1.432 -0.531
C -0.333 0.668 -1.119
H 0.380 0.983 1.595
H 0.826 -0.732 1.807
H -0.856 -0.310 1.688
H 0.475 0.901 -1.812
H -0.538 1.629 -0.647
H -1.206 0.314 -1.669
C 2.431 0.802 -1.971
C 1.948 -0.166 -3.055
O 1.313 0.152 -4.066
C 2.306 -1.621 -2.827
H 1.980 1.792 -2.033
H 3.500 1.002 -2.044
H 2.247 0.385 -0.980
H 3.393 -1.702 -2.816
H 2.046 -2.157 -3.740
H 1.818 -2.028 -1.941
C 0.413 0.682 3.970
C 1.806 0.840 3.262
O 1.965 1.035 2.073
C 2.968 0.616 4.193
H 0.326 -0.351 4.307
H -0.418 0.977 3.329
H 0.364 1.352 4.829
H 2.788 1.063 5.171
H 3.838 1.132 3.787
H 3.214 -0.437 4.324
C 0.324 4.097 -4.849
C 0.011 3.357 -3.604
O -0.668 3.907 -2.756
C 0.619 1.972 -3.271
H 1.318 4.545 -4.842
H -0.440 4.857 -5.007
H 0.354 3.309 -5.601
H 1.320 1.678 -4.052
H -0.074 1.132 -3.265
H 1.117 2.089 -2.308
C 5.111 -1.385 1.928
C 4.126 -2.016 0.894
O 4.547 -3.013 0.277
C 2.735 -1.419 0.735
H 5.212 -0.304 1.826
H 6.061 -1.911 1.846
H 4.662 -1.632 2.890
H 2.048 -2.144 0.299
H 2.780 -0.585 0.035
H 2.252 -1.034 1.633
C 1.340 3.024 1.341
C 1.093 3.427 -0.092
O 2.000 3.435 -0.941
C -0.327 3.887 -0.438
H 1.256 3.838 2.061
H 2.297 2.509 1.431
H 0.580 2.250 1.444
H -0.297 4.303 -1.445
H -0.659 4.607 0.310
H -0.926 2.977 -0.461
C -0.666 -1.426 -2.853
C -1.708 -2.505 -2.762
O -1.446 -3.703 -2.803
C -3.090 -2.051 -2.516
H 0.213 -1.696 -2.268
H -1.087 -0.462 -2.570
H -0.284 -1.258 -3.860
H -3.536 -1.806 -3.480
H -2.963 -1.146 -1.922
H -3.721 -2.801 -2.040
```

=====

Question: What is the LUMO energy in the second record?
Answer: 0.023 eV

=====

Question: Which of these has the lowest LUMO energy?
Answer: C36H65FO10